Entry 1:
Molecular formula: C37H74Cl2O23
Method: DFT, ωB97M-V/def2-TZVPD

Computed properties:
Molecular weight   957.9 g/mol
E   -111708.3498 eV
Kohn-Sham gap   10.53 eV

Last column: Löwdin charge in e.
Cartesian coordinates (Å):
C 1.1794 -4.5509 -2.8985  -0.971
Cl -0.0393 -4.1466 -1.6325  0.542
Cl 2.8149 -4.5377 -2.2965  0.629
H 0.8371 -5.5235 -3.2344  0.025
H 1.0808 -3.8286 -3.7019  -0.004
C -3.9339 2.6546 -3.2917  -0.047
C -4.8103 3.5347 -2.4088  -0.213
O -5.2833 2.7482 -1.3125  0.036
C -6.2499 3.2090 -0.5204  -0.611
O -6.7699 2.5820 0.3436  0.160
O -6.5896 4.4561 -0.8690  -0.037
C -7.3949 5.1828 0.0442  -0.036
H -3.6645 3.1688 -4.2099  0.083
H -4.4532 1.7205 -3.5064  0.076
H -3.0569 2.4003 -2.6969  0.057
H -5.6745 3.9528 -2.9230  0.125
H -4.1997 4.3655 -2.0460  0.114
H -7.2979 6.2393 -0.1778  0.093
H -7.0569 4.9881 1.0650  0.094
H -8.4276 4.8339 0.0284  0.098
C 5.7686 -3.3324 -0.4916  -0.055
C 4.7708 -3.6431 0.6020  -0.220
O 5.1338 -4.7460 1.4372  0.036
C 5.1593 -5.9678 0.9088  -0.603
O 4.7914 -6.3000 -0.1879  0.106
O 5.6523 -6.7806 1.8464  -0.005
C 5.6979 -8.1749 1.5649  -0.040
H 5.7915 -4.1010 -1.2657  0.070
H 6.7615 -3.1229 -0.1027  0.088
H 5.3821 -2.4582 -1.0213  0.055
H 3.7490 -3.7981 0.2485  0.091
H 4.7185 -2.7834 1.2699  0.094
H 6.4482 -8.6197 2.2106  0.091
H 6.0143 -8.3471 0.5352  0.092
H 4.7004 -8.5830 1.7181  0.098
C 2.7966 -0.8857 -1.2003  -0.040
C 1.3224 -1.0718 -0.9732  -0.225
O 0.7683 0.2359 -0.7612  0.056
C -0.4882 0.3946 -0.4556  -0.633
O -1.2351 -0.5312 -0.2422  0.107
O -0.7901 1.6868 -0.5098  0.019
C -2.0696 2.1310 -0.0740  -0.017
H 3.2966 -0.4865 -0.3191  0.071
H 2.9503 -0.2713 -2.0888  0.077
H 3.2488 -1.8395 -1.4720  0.033
H 1.0938 -1.6551 -0.0763  0.102
H 0.8506 -1.6522 -1.7635  0.055
H -2.2161 1.9711 0.9932  0.089
H -2.8324 1.5633 -0.6144  0.082
H -2.1497 3.1730 -0.3669  0.091
C -3.0452 -1.0045 -2.7914  -0.055
C -1.6745 -0.8400 -3.4259  -0.207
O -1.5791 -1.6420 -4.5857  0.075
C -0.3817 -1.8745 -5.0697  -0.619
O 0.6491 -1.6220 -4.4973  0.104
O -0.4725 -2.4015 -6.2821  0.014
C 0.7245 -2.4547 -7.0463  -0.031
H -3.0493 -0.4377 -1.8600  0.058
H -3.1438 -2.0454 -2.4695  0.071
H -3.8610 -0.7599 -3.4665  0.083
H -0.8964 -0.9433 -2.6668  0.090
H -1.5174 0.2212 -3.6702  0.135
H 1.5640 -2.8816 -6.4983  0.077
H 0.9895 -1.4294 -7.3240  0.106
H 0.4833 -3.0295 -7.9363  0.098
C -4.0113 -2.9836 0.0140  -0.051
C -4.9589 -1.7922 -0.0846  -0.183
O -4.4798 -0.8260 0.8762  0.022
C -5.3405 -0.0500 1.5087  -0.610
O -6.5123 0.0853 1.2881  0.127
O -4.6538 0.6266 2.4310  -0.015
C -5.3072 1.4951 3.3237  -0.055
H -3.7037 -3.1715 1.0386  0.085
H -3.0909 -2.7382 -0.5209  0.044
H -4.4912 -3.8309 -0.4740  0.082
H -5.9707 -2.0717 0.2125  0.122
H -5.0016 -1.2740 -1.0396  0.108
H -4.7051 1.6891 4.2103  0.084
H -6.2562 1.0779 3.6701  0.101
H -5.5138 2.4330 2.8031  0.079
O -3.9470 4.0680 1.3555  0.100
C -3.1547 4.9646 1.5268  -0.554
O -2.2780 5.0672 2.5135  0.004
C -2.3510 4.1902 3.6477  -0.187
C -3.4329 4.6829 4.5922  -0.061
C -3.0265 6.1070 0.5625  0.030
H -1.3796 4.2721 4.1293  0.124
H -2.5327 3.1749 3.3000  0.094
H -3.4563 5.7517 4.8042  0.082
H -3.3555 4.1673 5.5527  0.081
H -4.4322 4.4597 4.2088  0.069
H -3.7297 6.0855 -0.2635  0.076
H -2.0136 6.0922 0.1513  0.096
H -3.1274 7.0539 1.0956  0.092
O 4.6835 -0.1917 1.7767  0.088
C 4.0607 0.4513 2.5857  -0.531
O 3.3634 -0.0789 3.5941  -0.022
C 3.2670 -1.5094 3.6603  -0.189
C 1.9488 -1.9223 3.0231  -0.037
C 4.1024 1.9609 2.6564  0.038
H 3.3086 -1.8130 4.7037  0.122
H 4.0526 -2.0405 3.1274  0.097
H 1.0903 -1.5878 3.6091  0.067
H 1.9025 -3.0086 2.9340  0.087
H 1.8420 -1.4566 2.0422  0.071
H 3.2138 2.3442 2.1542  0.090
H 5.0189 2.2643 2.1629  0.089
H 4.0544 2.2161 3.7112  0.076
O 0.6463 1.9455 3.1550  0.101
C 0.0436 1.2210 3.9087  -0.553
O 0.4169 0.8989 5.1350  0.012
C 1.5312 1.5699 5.6874  -0.232
C 1.8502 0.9023 7.0281  -0.051
C -1.1501 0.4401 3.4207  0.036
H 1.3016 2.6313 5.8289  0.126
H 2.4320 1.5992 5.0817  0.089
H 2.2868 -0.0736 6.8058  0.071
H 0.9564 0.7971 7.6379  0.077
H 2.6249 1.4268 7.5866  0.078
H -1.3323 -0.4880 3.9622  0.091
H -1.0656 0.1127 2.3851  0.080
H -2.0268 1.0854 3.4850  0.064
O 5.2972 -1.2422 -3.3459  0.101
C 5.0476 -1.1292 -4.5153  -0.540
O 5.2987 -0.0446 -5.2646  -0.002
C 5.9228 1.0601 -4.6231  -0.220
C 5.0346 1.7855 -3.6142  -0.066
C 4.3699 -2.2034 -5.2852  0.025
H 6.2251 1.7451 -5.4109  0.118
H 6.8375 0.7474 -4.1153  0.122
H 4.0247 1.8432 -4.0400  0.083
H 5.3173 2.8268 -3.4715  0.075
H 4.8812 1.2646 -2.6716  0.063
H 4.5112 -2.0818 -6.3596  0.087
H 3.3008 -2.2369 -5.0765  0.067
H 4.8368 -3.1458 -5.0025  0.092

***

Entry 2:
Molecular formula: C37H74F3N7O8S
Method: DFT, ωB97M-V/def2-TZVPD

Computed properties:
Charge   +1
Spin multiplicity   4
Molecular weight   834.1 g/mol
E   -85352.6386 eV
Kohn-Sham gap (spin up / spin down)   4.73 / 5.59 eV

Last column: Löwdin spin population.
Cartesian coordinates (Å):
N 3.4381 -1.7227 3.1964  0.000
C 2.3898 -1.7976 4.2066  0.000
C 1.2784 -0.7223 4.1300  0.000
O 1.6703 0.3986 4.8922  0.000
C 0.9058 -0.3097 2.7221  0.000
N 0.3974 -1.4112 1.8207  0.000
C -0.6540 -2.0711 2.3317  0.000
N -0.4087 -3.0616 3.1955  0.000
N -2.0023 -1.8267 1.9842  0.000
C -2.5298 -0.6101 2.6657  0.000
C -3.5899 -0.9506 3.7260  0.000
O -3.1766 -0.6851 5.0487  0.000
C -4.8286 -0.1154 3.4995  0.000
F -5.6830 -0.2398 4.4596  0.000
F -5.3903 -0.4816 2.3626  0.000
F -4.5263 1.1648 3.3842  0.000
C -2.1192 -1.7894 0.5059  0.000
O -0.8566 -1.7238 -0.0764  0.000
C -0.0962 -0.7630 0.5809  0.000
C 1.0288 -0.2760 -0.3152  0.000
S 1.1756 1.5072 -0.2864  0.000
O 2.5060 1.8607 0.0390  0.000
O 0.1932 2.0516 0.6038  0.000
H 3.6685 -0.7804 2.9171  0.000
H 3.2690 -2.3179 2.4004  0.000
H 1.9919 -2.8050 4.1875  0.000
H 2.8683 -1.6902 5.1736  0.000
H 0.4186 -1.1308 4.6622  0.000
H 2.1570 0.9903 4.2991  0.000
H 1.8241 0.0458 2.2612  0.000
H 0.2436 0.5481 2.7306  0.000
H 0.1804 -3.8176 2.8752  0.000
H -0.7340 -3.0402 4.1510  0.000
H -1.7483 -0.0215 3.1435  0.000
H -2.9946 0.0727 1.9659  0.000
H -3.9013 -1.9861 3.5950  0.000
H -2.2154 -0.7346 5.0662  0.000
H -2.8055 -1.0279 0.1405  0.000
H -2.5205 -2.7436 0.1847  0.000
H -0.7635 0.0731 0.8116  0.000
H 1.9701 -0.6993 0.0152  0.000
H 0.7943 -0.5755 -1.3328  0.000
H 0.9231 1.9692 -1.5426  0.000
C 2.9169 0.7294 12.2190  0.002
C 2.7464 -0.3613 11.1335  0.027
C 3.9114 -0.2864 10.1442  0.015
C 3.8302 0.9131 9.1994  0.001
C 2.4723 0.9607 8.5001  0.015
C 1.2922 0.9015 9.4688  0.027
N 1.4288 -0.2159 10.4441  0.361
O 1.1461 -1.3197 9.8451  0.543
C 1.1498 2.2480 10.2050  0.002
C -0.0025 0.7778 8.6666  -0.001
C 2.8154 -1.6821 11.8963  -0.001
H 3.5169 0.3599 13.0495  0.000
H 3.4290 1.6200 11.8569  0.000
H 1.9554 1.0291 12.6361  0.001
H 3.9401 -1.2014 9.5430  0.003
H 4.8534 -0.2536 10.6955  0.001
H 4.0105 1.8448 9.7419  0.000
H 4.6245 0.8406 8.4534  0.001
H 2.4068 1.8684 7.8957  0.001
H 2.4131 0.1214 7.7990  0.003
H 0.3740 2.1914 10.9696  0.001
H 0.8652 3.0342 9.5053  0.000
H 2.0676 2.5875 10.6776  0.000
H 0.0053 -0.0835 7.9981  -0.001
H -0.1396 1.6636 8.0464  0.000
H -0.8681 0.6921 9.3254  0.000
H 2.0003 -1.7579 12.6181  0.000
H 3.7556 -1.7439 12.4429  0.000
H 2.7726 -2.5496 11.2397  -0.001
C -0.0578 -2.5126 -7.5550  0.002
C 0.6705 -2.9666 -6.2687  0.027
C 0.3177 -4.4249 -5.9665  0.015
C -1.1073 -4.6052 -5.4390  0.001
C -1.3649 -3.6885 -4.2436  0.015
C -1.0276 -2.2241 -4.5304  0.028
N 0.3232 -2.0674 -5.1284  0.368
O 1.2020 -2.2051 -4.1948  0.534
C -2.1029 -1.6120 -5.4508  0.002
C -1.1331 -1.4251 -3.2388  -0.001
C 2.1563 -2.8662 -6.6051  -0.001
H 0.5363 -2.7319 -8.4409  0.000
H -1.0123 -3.0147 -7.7097  0.000
H -0.2300 -1.4351 -7.5565  0.001
H 1.0173 -4.8270 -5.2261  0.003
H 0.4511 -5.0239 -6.8691  0.001
H -1.8373 -4.4122 -6.2289  0.000
H -1.2544 -5.6447 -5.1403  0.001
H -2.4103 -3.7701 -3.9360  0.001
H -0.7665 -4.0466 -3.3981  0.003
H -1.8287 -0.5980 -5.7483  0.001
H -3.0603 -1.5561 -4.9307  0.000
H -2.2865 -2.1900 -6.3516  0.000
H -0.5016 -1.8301 -2.4537  -0.001
H -2.1572 -1.4425 -2.8625  0.000
H -0.8566 -0.3785 -3.4017  0.000
H 2.4340 -1.8363 -6.8364  0.000
H 2.3785 -3.4785 -7.4777  0.000
H 2.7957 -3.2207 -5.7979  -0.001
C -1.0835 4.2785 -10.2439  0.002
C -1.4844 3.0113 -9.4499  0.027
C -2.9087 3.1723 -8.9139  0.015
C -3.0095 4.1514 -7.7450  0.001
C -2.0170 3.7858 -6.6428  0.015
C -0.5828 3.6320 -7.1514  0.027
N -0.5064 2.7486 -8.3504  0.363
O -0.6274 1.5273 -7.9686  0.541
C 0.0126 5.0186 -7.4637  0.002
C 0.2910 3.0933 -6.0192  -0.001
C -1.4564 1.8832 -10.4784  -0.001
H -1.3815 4.1925 -11.2880  0.000
H -1.5591 5.1858 -9.8740  0.000
H -0.0035 4.4270 -10.2375  0.001
H -3.2901 2.1991 -8.5871  0.003
H -3.5642 3.5012 -9.7228  0.001
H -2.8385 5.1759 -8.0855  0.000
H -4.0246 4.1329 -7.3435  0.001
H -2.0465 4.5445 -5.8575  0.001
H -2.3452 2.8494 -6.1781  0.003
H 0.9991 4.9231 -7.9191  0.001
H 0.1282 5.5966 -6.5465  0.000
H -0.6073 5.6228 -8.1206  0.000
H -0.0873 2.1545 -5.6135  0.000
H 0.3161 3.8110 -5.1989  0.000
H 1.3166 2.9316 -6.3553  0.000
H -0.4525 1.7530 -10.8866  0.000
H -2.1271 2.1194 -11.3036  0.000
H -1.7844 0.9301 -10.0661  -0.001

***

no.,maximum force (hartree/bohr)
1,0.044
2,0.045